Molecular formula: C4H10O
Method: DFT, ωB97M-V/def2-TZVPD

The spin multiplicity is 1. As for the total charge: 0. As for the HOMO energy: -9.263 eV. Its energy above the lowest of the compared OMol25 structures with the same formula, charge and spin is 27.7 kcal/mol.

The geometry in XYZ format:
```
15
C4H10O (ωB97M-V/def2-TZVPD)
C -0.524 -0.202 -1.425
C -1.014 -0.081 -0.207
C -1.099 1.310 0.408
C -0.924 -1.250 0.776
H -0.005 -1.049 -1.832
H -0.536 0.603 -2.157
H -2.109 1.518 0.775
H -0.407 1.377 1.243
H -0.871 2.055 -0.347
H -0.162 -1.943 0.443
H -0.626 -0.872 1.748
H -1.950 -1.604 0.844
O 3.519 -0.306 -0.208
H 3.489 0.021 0.694
H 3.219 0.424 -0.755
```